No. 1
Here is C7H15P in the gas phase at a distorted geometry from OMol25. Energies are from wB97M-V/def2-TZVPD.

Each line ends with the natural charge from an NBO analysis.
Atoms and positions in Å:
C  -0.7555  0.6729  -0.3644  -0.39
C  -1.8718  0.4016  0.5463  -0.43
C  0.2892  -0.3995  -0.1229  0.22
C  -0.2435  2.0453  -0.2443  -0.60
C  -0.0123  -1.7808  -0.4905  -0.68
C  2.7461  -0.1808  0.2393  -0.59
C  1.3259  -0.2271  0.8445  -0.50
P  -3.4363  -0.2434  0.1136  0.34
H  -1.0695  0.5785  -1.3195  0.22
H  -1.6469  0.2943  1.6399  0.19
H  0.5075  2.1945  0.4693  0.21
H  -0.9929  2.7016  0.3214  0.22
H  0.1910  2.5109  -1.1625  0.22
H  -0.1522  -2.4243  0.2830  0.21
H  0.7687  -2.1922  -1.0344  0.22
H  -0.8634  -1.9006  -1.2141  0.21
H  2.9815  -0.8269  -0.5227  0.21
H  3.5895  -0.2135  1.0142  0.21
H  2.8672  0.8516  -0.3198  0.20
H  0.9738  0.4740  1.4525  0.22
H  1.3070  -1.1491  1.3942  0.20
H  -3.0743  -1.4477  -0.4157  -0.04
H  -3.4286  0.2608  -1.1076  -0.06

## Properties
Total charge = 0
2S+1 = 1
Energy relative to the best compared isomer or geometry (same formula, charge and spin) = 374.5 kJ/mol
Frontier orbital gap (spin up / spin down) = 8.6 / 7.2 eV
Calculated total energy = -616.8653 a.u.
Maximum force = 5.42 eV Å⁻¹

No. 2
Here is C30H45NNdO3P2S as an isolated structure at a distorted geometry from OMol25. Energies are from wB97M-V/def2-TZVPD.

Each line ends with the Mulliken charge.
Atoms and positions in Å:
Nd  -0.0326  -0.3125  1.6608  0.04
C  -2.2066  -1.4877  3.1534  0.30
C  -1.8172  -2.5631  2.2963  0.70
C  -0.0057  -2.0314  3.6424  0.49
C  -1.0896  -1.1580  3.9835  0.42
C  -0.4504  -2.8835  2.5803  0.32
C  -3.5781  -0.9119  3.2601  -1.71
H  -4.1210  -1.0026  2.3035  0.38
H  -3.5272  0.1546  3.5362  0.41
H  -4.1852  -1.4266  4.0328  0.31
C  -1.0013  -0.0151  4.9337  -1.01
H  -1.8616  0.6598  4.7989  0.24
H  -0.0893  0.5752  4.7195  0.03
H  -0.9513  -0.3220  5.9974  0.31
C  1.3917  -1.9305  4.1616  -0.75
H  1.5609  -2.4485  5.1261  0.33
H  1.6784  -0.8706  4.3104  0.14
H  2.0923  -2.3603  3.4243  0.22
C  0.3772  -3.9081  1.8817  -1.48
H  0.3715  -4.8718  2.4276  0.35
H  1.4272  -3.5716  1.8056  0.27
H  -0.0038  -4.0952  0.8624  0.34
C  -2.7148  -3.3102  1.3686  -1.40
H  -3.0788  -4.2505  1.8341  0.39
H  -2.1835  -3.5885  0.4400  0.27
H  -3.6021  -2.7084  1.1040  0.35
C  -1.2823  1.4792  0.3095  -0.46
C  -2.3348  0.6200  0.3819  -0.62
C  -2.7658  -0.2914  -0.7219  -0.95
C  -1.6575  -1.0081  -1.5185  -0.38
C  -0.4511  -1.5376  -0.7930  -0.48
C  0.7250  -0.8609  -0.6785  -0.59
C  0.8840  0.6120  -1.0151  -0.68
C  -0.3016  1.5927  -0.8477  -0.85
H  -3.3516  0.2338  -1.5013  0.51
H  -1.3653  -0.3602  -2.3590  -0.56
H  -3.4529  -1.0329  -0.2865  0.36
H  -0.8192  1.6701  -1.8171  0.02
H  -1.2512  2.3167  1.0165  1.11
H  -3.0605  0.7245  1.1917  0.77
H  0.1526  2.5867  -0.7165  0.50
H  1.7424  1.0006  -0.4364  0.39
H  1.6308  -1.3411  -0.2748  0.71
H  1.1629  0.7389  -2.0748  0.52
H  -2.1555  -1.8681  -1.9896  0.69
H  -0.5054  -2.5981  -0.5368  0.65
P  -0.8064  0.7281  -5.0188  0.63
C  -0.8804  2.5765  -5.0291  -1.38
C  -2.1830  0.4214  -6.2149  -1.25
P  1.4897  -1.0642  -5.8038  0.27
C  0.6151  0.5338  -6.2065  -1.06
C  0.9734  -2.0334  -7.2913  -1.20
C  3.1673  -0.5832  -6.4129  -1.16
H  -0.0102  2.9607  -4.4823  0.35
H  -1.7940  2.8924  -4.5094  0.41
H  -0.8790  2.9716  -6.0541  0.43
H  -2.0898  1.0584  -7.1049  0.40
H  -3.1244  0.6466  -5.6976  0.38
H  -2.1829  -0.6361  -6.5059  0.32
H  3.1355  -0.1912  -7.4379  0.33
H  3.8103  -1.4709  -6.3724  0.39
H  3.5714  0.1769  -5.7337  0.34
H  1.3292  1.3585  -6.0443  0.49
H  0.2529  0.5313  -7.2510  0.42
H  1.5655  -2.9574  -7.3043  0.41
H  1.1426  -1.4719  -8.2194  0.35
H  -0.0868  -2.2949  -7.1925  0.29
O  2.7079  0.1577  2.1426  -0.68
C  2.2573  1.1985  2.7033  0.68
N  0.9629  1.5567  2.4157  0.37
S  0.4941  3.0573  2.9830  0.87
O  -0.7449  2.8505  3.7009  -0.57
O  0.5663  4.0181  1.9104  -0.64
C  1.8978  3.0900  4.0382  0.52
C  2.0566  3.9477  5.1202  -0.71
C  3.2548  3.8491  5.8632  -0.55
C  4.2196  2.8557  5.5233  -0.51
C  3.9953  1.9395  4.4715  -0.73
C  2.8112  2.0832  3.7220  0.10
H  1.2534  4.6631  5.3325  0.47
H  3.4393  4.5633  6.6864  0.40
H  5.1579  2.8288  6.1068  0.38
H  4.7119  1.1500  4.1896  0.51

## Properties
Total charge = +1
2S+1 = 4
⟨S²⟩ = 3.755
Energy relative to the best compared isomer or geometry (same formula, charge and spin) = 0.0 kJ/mol
Frontier orbital gap (spin up / spin down) = 7.3 / 7.4 eV
Calculated total energy = -3092.7149 a.u.
Maximum force = 3.42 eV Å⁻¹

No. 3
Here is C6H10FN in the gas phase at a distorted geometry from OMol25. Energies are from wB97M-V/def2-TZVPD.

Each line ends with the natural charge from an NBO analysis.
Atoms and positions in Å:
C  -2.0394  0.1087  -0.3662  -0.61
C  -0.5650  0.1521  -0.7407  -0.07
C  1.3328  1.2960  -0.0155  -0.23
C  1.2943  0.0098  0.7985  -0.45
C  0.3602  -0.8470  0.0284  -0.09
C  0.3109  -2.1654  0.1062  0.22
H  -2.4672  -0.8702  -0.4896  0.22
H  -2.2457  0.4716  0.6817  0.20
H  -2.5895  0.8209  -0.9209  0.22
H  -0.4843  -0.0599  -1.7947  0.20
H  -0.5775  2.0282  0.1690  0.36
H  1.7076  2.1027  0.5936  0.20
H  2.1161  1.3089  -0.7502  0.19
H  0.8730  0.1942  1.8129  0.21
H  2.2647  -0.3966  0.9540  0.23
H  -0.3717  -2.7810  -0.4664  0.16
N  -0.0337  1.5167  -0.5179  -0.61
F  1.1143  -2.8896  0.9180  -0.34

## Properties
Total charge = 0
2S+1 = 1
Structure (SMILES) = C[C@H]1NCC/C1=C\F
Energy relative to the best compared isomer or geometry (same formula, charge and spin) = 38.4 kJ/mol
Frontier orbital gap = 10.1 eV
Calculated total energy = -389.2000 a.u.
Maximum force = 1.79 eV Å⁻¹

No. 4
Here is C29H22Cl2N2O9ReS as an isolated structure at a distorted geometry from OMol25. Energies are from wB97M-V/def2-TZVPD.

Each line ends with the natural charge from an NBO analysis.
Atoms and positions in Å:
Re  -1.1789  -0.4791  0.3556  1.63
O  -3.8453  3.0049  1.2906  -0.60
C  -3.4008  1.9225  1.5877  0.76
O  -4.0964  0.7630  1.4252  -0.59
C  -2.1512  1.6938  2.3403  0.03
C  -1.7652  2.5645  3.3370  -0.18
C  -0.8153  2.1777  4.2753  -0.28
C  -0.2996  0.8676  4.2073  -0.22
C  -0.6402  0.0723  3.1594  0.08
N  -1.4922  0.4881  2.1597  -0.56
C  -0.1454  -1.3288  2.9764  0.75
O  0.4838  -1.8953  3.8619  -0.68
O  -0.4973  -1.8371  1.8381  -0.70
H  -2.2653  3.5234  3.3851  0.22
H  -0.5245  2.8454  5.0761  0.19
H  0.3714  0.4646  4.9536  0.23
Cl  -6.5621  2.3030  -3.7585  -0.07
C  -5.1100  1.9876  -2.8122  -0.07
C  -3.9285  2.6220  -3.1486  -0.25
C  -2.7882  2.3574  -2.4118  -0.07
Cl  -1.3044  3.1551  -2.8316  0.01
C  -2.7851  1.4486  -1.3356  0.32
O  -1.6715  1.2077  -0.6915  -0.69
C  -4.0110  0.8490  -1.0126  -0.07
C  -4.0882  -0.0596  0.1857  0.38
O  -3.1567  -1.0341  0.2523  -0.74
C  -5.1564  1.1161  -1.7422  -0.23
H  -3.8845  3.3135  -3.9793  0.22
H  -5.0825  -0.5108  0.2181  0.14
H  -6.0914  0.6454  -1.4618  0.21
C  1.8710  -2.6245  -0.7653  -0.64
C  0.9780  -2.9629  -1.9286  -0.01
C  1.3445  -3.8553  -2.9254  -0.23
C  0.5021  -4.1296  -3.9962  -0.25
C  -0.7297  -3.4914  -4.0696  -0.23
C  -1.1360  -2.5943  -3.0908  -0.02
C  -2.4599  -1.8804  -3.1428  -0.64
C  -0.2777  -2.3368  -2.0085  0.18
N  -0.6739  -1.4702  -1.0296  -0.47
H  2.8070  -3.1844  -0.8099  0.19
H  1.3736  -2.8278  0.1857  0.25
H  2.0873  -1.5518  -0.7632  0.24
H  2.3135  -4.3418  -2.8619  0.19
H  0.8038  -4.8303  -4.7664  0.19
H  -1.3953  -3.6921  -4.9038  0.19
H  -3.0542  -2.2160  -3.9947  0.19
H  -2.3133  -0.7993  -3.2239  0.23
H  -3.0196  -2.0328  -2.2167  0.25
C  7.0228  0.5783  2.6709  -0.62
C  5.6785  0.7566  2.0086  -0.03
C  4.7160  1.6008  2.5538  -0.23
C  3.4840  1.7728  1.9366  -0.16
C  3.2025  1.0918  0.7604  -0.34
C  4.1532  0.2511  0.2002  -0.12
C  5.3808  0.0874  0.8241  -0.25
S  1.6044  1.2904  -0.0107  2.43
O  1.1843  2.6344  0.2920  -0.97
O  1.7774  0.9307  -1.3965  -0.98
O  0.8283  0.2606  0.7599  -0.98
H  7.0273  1.0130  3.6715  0.21
H  7.8151  1.0619  2.0926  0.20
H  7.2812  -0.4792  2.7596  0.21
H  4.9331  2.1288  3.4773  0.20
H  2.7293  2.4309  2.3504  0.24
H  3.9212  -0.2610  -0.7264  0.23
H  6.1221  -0.5761  0.3877  0.19

## Properties
Total charge = -2
2S+1 = 2
⟨S²⟩ = 0.805
Energy relative to the best compared isomer or geometry (same formula, charge and spin) = 95.0 kJ/mol
Frontier orbital gap (spin up / spin down) = 4.5 / 6.0 eV
Calculated total energy = -3302.0235 a.u.
Maximum force = 2.45 eV Å⁻¹

Among the records above, which one has the highest maximum force? C7H15P